Entry from the Open Molecules 2025 dataset: a single C5H9NO molecule in a non-equilibrium geometry (wB97M-V/def2-TZVPD).

The geometry in XYZ format:
```
16
Properties=species:S:1:pos:R:3
C 0.954 0.324 1.304
C -0.205 0.693 0.616
C -1.104 1.843 0.937
C -0.330 -0.098 -0.525
O -1.545 -0.307 -1.143
C 0.826 -0.851 -0.776
N 0.751 -2.082 -1.434
H 1.485 1.058 1.905
H 1.136 -0.682 1.650
H -1.520 2.293 0.035
H -0.552 2.620 1.470
H -1.940 1.515 1.559
H -1.380 -0.713 -2.003
H 1.775 -0.354 -0.902
H 1.629 -2.555 -1.581
H 0.021 -2.703 -1.114
```

## Properties
strongest force on any atom = 1.52 eV Å⁻¹
total energy = -325.82580 Eh
SMILES = C=C(C)/C(O)=C/N
Kohn-Sham gap = 0.300 Eh
LUMO = 0.8 eV
ΔE to the lowest compared entry with this formula, charge and spin = 293.4 kJ/mol



Entry from the Open Molecules 2025 dataset: C25H47ClINO3PrSi2 as an isolated structure in a non-equilibrium geometry (wB97M-V/def2-TZVPD).

The geometry in XYZ format:
```
81
Properties=species:S:1:pos:R:3
O -0.853 -1.221 -1.478
O 0.968 0.719 -3.217
C -0.206 -2.477 -1.949
C -0.938 -3.697 -1.472
H 0.821 -2.437 -1.574
H -0.140 -2.415 -3.037
H -1.186 -3.685 -0.405
H -0.295 -4.558 -1.668
H -1.852 -3.833 -2.054
C -1.989 -0.690 -2.209
C -2.018 -1.120 -3.657
H -1.911 0.410 -2.125
H -2.903 -1.014 -1.679
H -1.209 -0.616 -4.205
H -2.964 -0.801 -4.121
H -1.942 -2.210 -3.772
C 0.274 2.134 -3.169
C 2.201 0.491 -4.122
C -0.699 2.292 -4.301
H 1.119 2.830 -3.194
H -0.232 2.146 -2.198
H -0.223 2.226 -5.280
H -1.153 3.289 -4.217
H -1.529 1.577 -4.263
C 1.938 0.877 -5.550
H 2.391 -0.581 -4.029
H 3.001 1.076 -3.651
H 1.179 0.244 -6.021
H 2.867 0.721 -6.114
H 1.661 1.926 -5.670
H 1.312 0.520 -2.267
Pr -0.184 -0.517 0.693
C 2.155 -0.573 -0.913
Si 3.398 0.250 0.177
H 2.186 -1.651 -0.621
H 2.605 -0.549 -1.923
C 5.156 -0.244 -0.311
C 3.038 -0.323 1.939
C 3.261 2.097 -0.014
C -2.367 -1.735 0.897
Si -3.489 -0.259 1.126
H -2.376 -2.332 1.827
H -2.792 -2.376 0.100
C -4.942 -0.495 -0.014
C -2.716 1.391 0.624
C -4.011 -0.073 2.901
H 2.654 2.332 -0.896
H 4.260 2.539 -0.142
H 2.783 2.560 0.860
H 5.329 -1.327 -0.197
H 5.916 0.305 0.272
H 5.270 -0.009 -1.379
H 2.159 -1.003 1.991
H 2.889 0.486 2.674
H 3.921 -0.913 2.245
H -2.667 1.565 -0.464
H -1.721 1.592 1.083
H -3.412 2.144 1.034
H -4.849 0.634 2.944
H -3.192 0.306 3.529
H -4.341 -1.039 3.301
H -5.716 0.228 0.283
H -5.323 -1.515 0.102
H -4.678 -0.322 -1.063
Cl 1.453 1.226 7.597
C 1.080 1.313 5.922
C 1.591 2.361 5.161
C 1.304 2.473 3.796
I 2.010 4.205 2.841
C 0.544 1.469 3.134
O 0.328 1.468 1.844
C 0.096 0.340 3.925
N -0.340 -0.765 3.239
C -0.749 -1.846 3.931
C -0.817 -1.856 5.332
C -0.240 -0.818 6.033
C 0.278 0.292 5.340
H 2.206 3.114 5.643
H -1.029 -2.710 3.324
H -1.273 -2.704 5.832
H -0.140 -0.861 7.112
```

## Properties
strongest force on any atom = 1.53 eV Å⁻¹
total energy = -3114.90241 Eh
charge = +1
Kohn-Sham gap (spin up / spin down) = 0.260 / 0.262 Eh
LUMO (spin up / spin down) = -2.7 / -2.6 eV
spin multiplicity = 3
ΔE to the lowest compared entry with this formula, charge and spin = 8.9 kJ/mol



Copy entry 1 word for word.
Entry from the Open Molecules 2025 dataset: a single C5H9NO molecule in a non-equilibrium geometry (wB97M-V/def2-TZVPD).

The geometry in XYZ format:
```
16
Properties=species:S:1:pos:R:3
C 0.954 0.324 1.304
C -0.205 0.693 0.616
C -1.104 1.843 0.937
C -0.330 -0.098 -0.525
O -1.545 -0.307 -1.143
C 0.826 -0.851 -0.776
N 0.751 -2.082 -1.434
H 1.485 1.058 1.905
H 1.136 -0.682 1.650
H -1.520 2.293 0.035
H -0.552 2.620 1.470
H -1.940 1.515 1.559
H -1.380 -0.713 -2.003
H 1.775 -0.354 -0.902
H 1.629 -2.555 -1.581
H 0.021 -2.703 -1.114
```

## Properties
strongest force on any atom = 1.52 eV Å⁻¹
total energy = -325.82580 Eh
SMILES = C=C(C)/C(O)=C/N
Kohn-Sham gap = 0.300 Eh
LUMO = 0.8 eV
ΔE to the lowest compared entry with this formula, charge and spin = 293.4 kJ/mol